Computed, not measured: a cluster of 7 separate species, C23H60ClN4O10 in total at a distorted geometry, with wB97M-V/def2-TZVPD.

Geometry (Å):
Cl (1.5106, -1.3120, -0.2599)
O (2.4617, -1.2903, -1.4073)
O (1.0113, -2.6406, -0.1131)
O (2.1588, -0.8852, 0.9553)
O (0.4080, -0.3912, -0.4305)
C (-1.5403, 3.3467, -2.2602)
C (-1.8465, 3.9260, -0.9205)
C (-3.3719, 3.6085, -0.7053)
C (-3.8110, 3.7499, 0.7899)
C (-2.8996, 3.0216, 1.7599)
C (-1.3255, 3.2875, 1.5299)
N (-0.9802, 3.2810, 0.0987)
O (0.3936, 3.3297, -0.1441)
C (-1.0246, 4.6574, 2.2974)
C (-0.6453, 2.1148, 2.2217)
C (-1.7745, 5.5257, -0.9850)
H (-0.5484, 3.6337, -2.6092)
H (-2.3337, 3.3523, -3.0076)
H (-1.4777, 2.2585, -2.2682)
H (-3.9160, 4.3599, -1.2775)
H (-3.6868, 2.6509, -1.1198)
H (-4.7905, 3.3673, 1.0767)
H (-3.7778, 4.8235, 0.9755)
H (-3.2254, 1.9833, 1.8221)
H (-3.0964, 3.3303, 2.7866)
H (-1.1002, 4.5455, 3.3790)
H (-0.0785, 5.1316, 2.0361)
H (-1.8607, 5.3536, 2.2325)
H (-0.7066, 1.1895, 1.6488)
H (0.4362, 2.2192, 2.3080)
H (-0.9873, 2.0565, 3.2550)
H (-2.1389, 6.0063, -0.0771)
H (-2.2225, 6.1060, -1.7916)
H (-0.7251, 5.7969, -0.8699)
H (0.5060, 2.4468, -0.5039)
C (3.0815, -5.1056, -1.7196)
O (2.4322, -5.5890, -0.6060)
H (3.2210, -5.9338, -2.4143)
H (2.5703, -4.2540, -2.1686)
H (4.0397, -4.7864, -1.3096)
H (2.5198, -4.9359, 0.0922)
C (3.8181, -2.0521, -4.6218)
O (4.8761, -2.3269, -3.8295)
H (4.0578, -1.4773, -5.5164)
H (3.3753, -3.0180, -4.8651)
H (3.0224, -1.5433, -4.0778)
H (4.4654, -2.6172, -3.0118)
C (-3.4697, -2.0947, -0.9764)
C (-2.3997, -3.0391, -0.3012)
C (-2.1620, -2.7898, 1.1796)
O (-1.2582, -3.7035, 1.7220)
C (-0.8275, -3.1796, 3.0076)
N (-2.8237, -4.4729, -0.4444)
H (-2.9496, -1.1378, -0.9321)
H (-4.4734, -2.1643, -0.5570)
H (-3.7077, -2.3821, -2.0006)
H (-1.4669, -3.0108, -0.8645)
H (-3.1296, -2.8316, 1.6796)
H (-1.8011, -1.7636, 1.2484)
H (-0.1360, -2.3371, 3.0132)
H (-0.2343, -3.8956, 3.5763)
H (-1.6344, -2.9941, 3.7166)
H (-3.5043, -4.4969, 0.3015)
H (-3.3654, -4.5444, -1.2938)
C (0.2123, 0.4350, -3.7344)
C (-0.7531, -0.7816, -3.7616)
C (-1.3728, -1.0482, -5.1376)
O (-2.0461, 0.1675, -5.4645)
C (-2.8054, 0.0468, -6.6538)
N (0.0207, -1.8593, -3.2553)
H (0.6399, 0.7004, -2.7676)
H (-0.5172, 1.2044, -3.9869)
H (1.0388, 0.4431, -4.4450)
H (-1.5482, -0.7413, -3.0171)
H (-2.0701, -1.8853, -5.1715)
H (-0.6132, -1.1639, -5.9108)
H (-2.3200, -0.5735, -7.4073)
H (-3.0875, 0.9832, -7.1352)
H (-3.6322, -0.6078, -6.3781)
H (0.9171, -1.7234, -3.7005)
H (0.1731, -1.6739, -2.2743)
C (2.4389, 0.8805, 3.9198)
C (3.6373, 0.2561, 4.5174)
C (3.6298, -0.1555, 5.9691)
O (4.8745, -0.6168, 6.3979)
C (5.0804, -0.5625, 7.8307)
N (3.8571, -0.9130, 3.6281)
H (2.5455, 1.0363, 2.8462)
H (2.2725, 1.8174, 4.4515)
H (1.5786, 0.2154, 3.9953)
H (4.4737, 0.9402, 4.3742)
H (2.9120, -0.9739, 6.0238)
H (3.3180, 0.7166, 6.5438)
H (5.9805, -1.1064, 8.1173)
H (4.3162, -1.0532, 8.4334)
H (5.0236, 0.4543, 8.2194)
H (3.0946, -1.5459, 3.8237)
H (3.6001, -0.7763, 2.6609)

highest occupied orbital energy (alpha / beta)	0.100 / -0.130	Eh
spin multiplicity	2
LUMO (alpha / beta)	4.002 / 3.892	eV
total charge	-2
<S²>	0.750